--- one ---
{"formula": "C19H28N6O4PRuS3", "method": "ωB97M-V with the def2-TZVPD basis set", "symbols": ["Ru", "C", "C", "N", "C", "S", "N", "N", "C", "C", "C", "C", "C", "C", "C", "N", "H", "H", "H", "H", "H", "H", "H", "H", "H", "H", "H", "H", "H", "C", "C", "O", "P", "S", "S", "O", "C", "C", "H", "H", "H", "H", "H", "H", "H", "H", "H", "H", "C", "N", "C", "C", "C", "O", "N", "C", "O", "H", "H", "H", "H", "H"], "positions_angstrom": [[-0.57850, 0.42647, 0.71484], [1.74630, -4.84736, 1.12460], [1.40782, -4.45592, -0.31091], [1.61782, -3.03745, -0.54931], [0.68788, -2.11048, -0.17278], [0.80530, -0.51494, -0.83833], [-0.28718, -2.49154, 0.62859], [-1.11665, -1.46841, 0.91268], [-2.36500, -1.72889, 1.25924], [-2.82825, -3.12642, 1.55078], [-3.22350, -0.59552, 1.17104], [-4.56665, -0.57429, 1.59217], [-5.33493, 0.54067, 1.38187], [-4.76869, 1.65994, 0.75675], [-3.44948, 1.59294, 0.38142], [-2.68844, 0.50372, 0.55291], [1.60277, -5.91951, 1.28123], [1.10300, -4.29952, 1.80960], [2.78313, -4.59528, 1.35021], [0.36885, -4.72229, -0.52846], [2.04587, -5.00408, -1.00668], [2.18295, -2.76234, -1.33234], [-1.97074, -3.74415, 1.79936], [-3.32638, -3.57272, 0.68467], [-3.52789, -3.14339, 2.38946], [-4.98133, -1.44239, 2.08700], [-6.36848, 0.56132, 1.70498], [-5.33988, 2.55936, 0.57762], [-2.95234, 2.43434, -0.08409], [6.20513, -0.69887, 1.92472], [5.38008, 0.48577, 2.37786], [4.00383, 0.09984, 2.36130], [2.87228, 1.20076, 2.04420], [1.14922, 0.15729, 2.28964], [3.25621, 2.25935, 0.44749], [3.05195, 2.08729, 3.39736], [2.21996, 3.24316, 3.54184], [2.86001, 4.16673, 4.55407], [7.26970, -0.46314, 1.98420], [5.95689, -0.95357, 0.89441], [6.00152, -1.56596, 2.55425], [5.52769, 1.34004, 1.71344], [5.64259, 0.78612, 3.39581], [1.22285, 2.92581, 3.85930], [2.12710, 3.74185, 2.57391], [2.98410, 3.66026, 5.51247], [2.22825, 5.04465, 4.70218], [3.84023, 4.49253, 4.20323], [1.44726, 4.88730, -1.83173], [0.70821, 4.33124, -0.71703], [0.29842, 5.09645, 0.32837], [-0.40304, 4.59375, 1.35842], [-0.67026, 3.16568, 1.36025], [-1.29252, 2.56463, 2.25570], [-0.21569, 2.43966, 0.31515], [0.38686, 2.96021, -0.78702], [0.65626, 2.34072, -1.80127], [1.87366, 5.84439, -1.53447], [0.80348, 5.02627, -2.70271], [2.24315, 4.19766, -2.10360], [0.58313, 6.14066, 0.27603], [-0.71799, 5.19851, 2.19482]], "lowdin_charge": [0.740, -0.101, -0.270, -0.034, -0.796, 0.644, 0.007, -0.200, -0.281, -0.040, -0.218, -0.028, -0.087, -0.074, -0.132, -0.016, 0.062, 0.056, 0.069, 0.102, 0.105, 0.105, 0.060, 0.082, 0.066, 0.099, 0.098, 0.095, 0.110, -0.083, -0.328, -0.361, -0.086, 0.335, 0.301, -0.354, -0.335, -0.080, 0.069, 0.077, 0.073, 0.067, 0.113, 0.107, 0.067, 0.072, 0.070, 0.073, -0.041, -0.069, -0.085, -0.012, -0.578, -0.061, -0.012, -0.602, -0.029, 0.082, 0.089, 0.083, 0.118, 0.101], "homo_ev": [-3.62, -3.62], "total_charge": -1, "spin_multiplicity": 1, "lumo_ev": [2.74, 2.74]}


--- two ---
{"formula": "C19H28N6O4PRuS3", "method": "ωB97M-V with the def2-TZVPD basis set", "symbols": ["Ru", "C", "C", "N", "C", "S", "N", "N", "C", "C", "C", "C", "C", "C", "C", "N", "H", "H", "H", "H", "H", "H", "H", "H", "H", "H", "H", "H", "H", "C", "C", "O", "P", "S", "S", "O", "C", "C", "H", "H", "H", "H", "H", "H", "H", "H", "H", "H", "C", "N", "C", "C", "C", "O", "N", "C", "O", "H", "H", "H", "H", "H"], "positions_angstrom": [[0.77812, 0.09171, -0.10756], [-2.77748, 0.23512, 4.42633], [-3.39529, 0.94523, 3.23080], [-2.41392, 1.59422, 2.37591], [-1.64670, 0.86203, 1.49278], [-1.00435, 1.69387, 0.11522], [-1.47459, -0.41166, 1.73212], [-0.69142, -0.92301, 0.72088], [-1.07714, -2.02834, 0.16086], [-2.14511, -2.89975, 0.73675], [-0.58688, -2.16839, -1.20224], [-0.92242, -3.22591, -2.04811], [-0.59139, -3.15331, -3.38626], [0.06447, -2.02273, -3.85842], [0.39537, -1.02161, -2.96630], [0.09348, -1.08366, -1.66683], [-3.56640, -0.09444, 5.10718], [-2.11632, 0.91760, 4.96417], [-2.18715, -0.62240, 4.11268], [-4.05096, 1.73846, 3.59862], [-4.01453, 0.24517, 2.65453], [-2.72037, 2.45226, 1.94441], [-2.10522, -2.84780, 1.82265], [-2.00927, -3.93552, 0.42549], [-3.14276, -2.57526, 0.42683], [-1.44572, -4.08659, -1.65689], [-0.84731, -3.96570, -4.05536], [0.33681, -1.91735, -4.89964], [0.94444, -0.14084, -3.26913], [3.48728, -3.82084, -3.74826], [3.86348, -3.17188, -2.43578], [3.52023, -1.78487, -2.51696], [3.45472, -0.91705, -1.16130], [2.34575, -1.72758, 0.26381], [2.79939, 0.90777, -1.50174], [5.03182, -0.94571, -0.80234], [5.44282, -0.29021, 0.40764], [6.94607, -0.39593, 0.50556], [3.82772, -4.85797, -3.76932], [3.94914, -3.28710, -4.57997], [2.40596, -3.80374, -3.88559], [4.93426, -3.26280, -2.23646], [3.31628, -3.62550, -1.60418], [4.94778, -0.76873, 1.25575], [5.11526, 0.75177, 0.37007], [7.26006, -1.43972, 0.55183], [7.29623, 0.10998, 1.40706], [7.42145, 0.06981, -0.35832], [1.63784, 0.38324, 5.25750], [1.81040, 1.07052, 3.99596], [2.21801, 2.37056, 3.95384], [2.32157, 3.02990, 2.79706], [1.95985, 2.36231, 1.54467], [2.07608, 2.94451, 0.47536], [1.52292, 1.04493, 1.63268], [1.43955, 0.38128, 2.82025], [1.06545, -0.77826, 2.95316], [2.25945, 0.86690, 6.01154], [1.93348, -0.65623, 5.14461], [0.59489, 0.40110, 5.58566], [2.46099, 2.81621, 4.91142], [2.66170, 4.05276, 2.75289]], "lowdin_charge": [0.624, -0.107, -0.277, -0.043, -0.806, 0.612, 0.033, -0.179, -0.290, -0.032, -0.239, -0.023, -0.091, -0.081, -0.141, -0.075, 0.061, 0.065, 0.053, 0.104, 0.106, 0.087, 0.073, 0.064, 0.086, 0.099, 0.099, 0.101, 0.075, -0.075, -0.311, -0.335, -0.085, 0.415, 0.364, -0.335, -0.321, -0.085, 0.072, 0.077, 0.058, 0.111, 0.083, 0.095, 0.101, 0.072, 0.073, 0.074, -0.044, -0.068, -0.095, -0.009, -0.564, -0.093, -0.009, -0.540, -0.038, 0.078, 0.083, 0.082, 0.113, 0.097], "homo_ev": [-3.78, -3.79], "total_charge": -1, "spin_multiplicity": 1, "lumo_ev": [2.80, 2.80]}


Most stable to least stable: two, one


--- one ---
{"formula": "C7H12ClN5O2", "method": "ωB97M-V with the def2-TZVPD basis set", "symbols": ["C", "C", "C", "C", "C", "C", "C", "N", "N", "N", "N", "N", "O", "O", "Cl", "H", "H", "H", "H", "H", "H", "H", "H", "H", "H", "H", "H"], "positions_angstrom": [[-2.68192, -1.79038, -0.15626], [-4.02053, -0.15839, -0.63352], [-1.85806, 0.20528, -0.67233], [0.46391, 0.41921, 1.53382], [1.79297, 1.18758, -0.57950], [1.44181, -0.63948, 1.95233], [2.03645, 0.10509, -1.61473], [-3.90869, -1.34464, -0.08141], [-1.56700, -1.05975, -0.36786], [-3.01445, 0.68041, -0.85345], [-0.39700, 1.44770, -0.44472], [0.56456, 0.77282, 0.06705], [1.18399, -1.99993, 1.52480], [3.32726, 0.34269, -2.26887], [-1.34184, 2.63135, 0.63618], [-2.56424, -2.83009, 0.20214], [-5.00045, 0.34115, -0.84791], [-0.41948, -0.04244, 1.64689], [0.68373, 1.39750, 1.98888], [2.63199, 1.21859, 0.10647], [1.63473, 2.06915, -1.12501], [1.46814, -0.63847, 2.97930], [2.45501, -0.55409, 1.72121], [1.26473, 0.12101, -2.39318], [2.18648, -0.82469, -1.25626], [0.24823, -2.23213, 1.66568], [3.38967, 1.17496, -2.72971]], "lowdin_charge": [-0.192, -0.178, -0.264, -0.125, -0.136, -0.218, -0.187, 0.108, 0.141, 0.100, -0.314, -0.277, -0.067, -0.082, 0.470, 0.124, 0.135, 0.059, 0.120, 0.128, 0.107, 0.091, 0.103, 0.126, 0.081, 0.078, 0.066], "homo_ev": -8.85, "spin_multiplicity": 1, "lumo_ev": 0.05}


--- two ---
{"formula": "C7H12ClN5O2", "method": "ωB97M-V with the def2-TZVPD basis set", "symbols": ["N", "C", "O", "C", "C", "C", "C", "N", "O", "C", "N", "C", "N", "N", "H", "H", "H", "H", "H", "H", "H", "H", "H", "H", "H", "H", "Cl"], "positions_angstrom": [[0.99863, -3.07777, 1.73288], [0.66183, -1.97771, 1.65049], [0.29333, -0.75289, 1.57631], [0.44520, -0.09834, 0.26399], [-0.79458, 0.58870, -0.21822], [-2.07679, -0.24278, -0.23594], [-3.30602, 0.64535, -0.06715], [-4.26181, 0.23775, 0.89869], [-3.45456, 1.65171, -0.70127], [1.19417, -0.92550, -0.76450], [2.62018, -0.71200, -0.43467], [2.67888, 0.51074, 0.13216], [3.79001, 1.23303, 0.24968], [1.46560, 0.97892, 0.53976], [-0.46482, 0.84688, -1.24354], [-0.96185, 1.50969, 0.34908], [-2.14861, -0.72387, -1.21695], [-2.07361, -0.99400, 0.55704], [-3.86779, -0.38116, 1.59357], [-5.09203, -0.17582, 0.49464], [0.96892, -0.45905, -1.74296], [0.95769, -1.98113, -0.87407], [3.08210, -1.47669, 0.04960], [3.73122, 2.23726, 0.19938], [4.68484, 0.82952, 0.46895], [1.19180, 1.83247, 0.04953], [-0.26190, 0.87667, -3.30646]], "lowdin_charge": [0.175, -0.374, 0.081, -0.373, -0.178, -0.084, -0.508, 0.117, 0.109, -0.084, 0.146, -0.342, 0.225, 0.202, -0.069, 0.137, 0.129, 0.105, 0.073, 0.096, 0.030, 0.142, 0.163, 0.135, 0.134, 0.172, -0.358], "homo_ev": -7.73, "spin_multiplicity": 1, "lumo_ev": -1.14}


Most stable to least stable: two, one